[1]
The following is a DFT calculation (the ωB97M-V functional and the def2-TZVPD basis) of a structure of composition C20H17Br2CaN2O7S2.

Structure (XYZ):
```
51
Properties=species:S:1:pos:R:3:mulliken_charge:R:1
Ca -0.08109 0.25635 0.42411 1.7112
O 0.79762 1.67215 -3.85121 -0.4770
C 0.74769 0.92549 -2.73914 0.1709
O 1.50523 1.08325 -1.81050 -0.5226
C -0.32044 -0.12338 -2.77808 0.5310
C -1.12706 -0.41765 -3.86045 -0.3454
C -2.02900 -1.46694 -3.72077 -0.2525
C -2.10615 -2.16833 -2.53354 -0.8549
C -1.30636 -1.76976 -1.46673 0.6446
N -0.40963 -0.80192 -1.63803 -0.5953
C -1.39863 -2.44629 -0.06585 0.1962
O -2.02974 -3.48613 -0.00641 -0.7428
O -0.77316 -1.83990 0.87839 -0.7570
H 1.47375 2.34929 -3.68939 0.3670
H -1.06018 0.15630 -4.77329 0.4839
H -2.69834 -1.71213 -4.53376 0.4562
H -2.81331 -2.97062 -2.38779 0.5753
C 2.70122 -0.99473 2.33713 -1.3266
C 2.77771 0.50535 2.28198 0.6473
C 3.79633 1.21423 2.94859 -1.0389
C 3.84033 2.56911 2.82678 -0.7960
C 2.87427 3.25440 2.05790 0.8708
C 2.90193 4.65835 1.85363 -0.0851
Br 4.25400 5.73294 2.64536 -0.2716
C 1.96341 5.24960 1.06650 -0.3349
C 0.93791 4.49499 0.48394 -0.2076
Br -0.30806 5.40636 -0.60430 -0.1796
C 0.76791 3.12073 0.67224 0.8566
O -0.22061 2.47242 0.19511 -0.8261
C 1.84819 2.48630 1.45773 -0.5078
N 1.85847 1.12164 1.57957 0.2287
H 3.43797 -1.40483 3.02592 0.4026
H 2.88657 -1.42221 1.34937 0.2612
H 1.70968 -1.32687 2.65050 0.2818
H 4.52884 0.67737 3.53589 0.4083
H 4.61821 3.14093 3.31424 0.3167
H 1.99135 6.31552 0.88634 0.4026
C -2.24155 1.34342 2.95698 -0.5821
O -1.13462 0.48945 2.63480 -0.4367
H -2.76427 0.96509 3.83858 0.2920
H -2.93277 1.41850 2.11795 0.1519
H -1.82181 2.32191 3.18138 0.2591
H -1.48453 -0.38051 2.38707 0.3293
C -5.27981 -0.86066 1.58554 -0.6351
O -5.61351 -1.06390 0.22109 -0.3544
C -4.77951 -0.61853 -0.74470 0.0599
S -5.27260 -0.98574 -2.30412 -0.4169
S -3.41543 0.29471 -0.30208 -0.1846
H -6.09198 -1.32274 2.14429 0.2785
H -5.20844 0.20219 1.82059 0.3006
H -4.33019 -1.33920 1.83106 0.2471
```

ΔE to the lowest compared entry with this formula, charge and spin, eV: 1.109
Electronic energy, a.u.: -8030.8454
Total charge: -1
Kohn-Sham gap, hartree: 0.2326
2S+1: 1

[2]
The following is a DFT calculation (the ωB97M-V functional and the def2-TZVPD basis) of a cluster of 3 separate species, C20H17Cl6NO2S in total in a non-equilibrium geometry.

Structure (XYZ):
```
47
Properties=species:S:1:pos:R:3:mulliken_charge:R:1
Cl -0.91253 0.76817 1.40205 -0.4113
C -0.85067 4.91352 1.55219 0.0881
Cl -0.43001 4.92688 -0.12192 -0.1569
C -2.29503 4.59450 1.79944 0.2908
O -3.17717 4.53010 0.94358 -0.7149
C -2.65619 4.56467 3.22392 0.1248
Cl -4.29934 4.87524 3.57832 -0.1703
C -1.66839 4.65351 4.21021 0.2888
Cl -2.16575 5.03600 5.82501 -0.1943
C -0.29010 4.65697 3.88316 0.0066
Cl 0.87096 4.98036 5.08226 -0.2049
C 0.09332 4.58680 2.51213 0.2424
Cl 1.75537 4.24353 2.16770 -0.1888
C -0.46820 1.64985 -1.95203 -0.4034
O 0.17066 0.96473 -0.88600 -0.0867
C -0.04352 -0.35074 -0.60369 -0.7471
C -1.35528 -1.01506 -0.72116 0.2605
C -1.57809 -1.70516 -1.90877 0.0616
C -2.73682 -2.46097 -2.09550 -0.6859
C -3.71414 -2.52799 -1.08989 -0.3700
C -3.51846 -1.80590 0.10940 -0.7340
C -2.36082 -1.05019 0.25544 0.0625
C 1.18855 -1.01588 -0.45236 0.4234
N 1.52788 -2.35322 -0.59473 0.2221
C 0.57503 -3.45833 -0.45090 -1.1401
C 2.85163 -2.58271 -0.91490 0.0686
C 3.29161 -3.98726 -1.16902 -1.7156
C 3.58963 -1.43274 -1.00762 1.3336
C 5.04300 -1.29403 -1.25564 -1.4066
S 2.63643 -0.04577 -0.85096 -0.1164
H -0.69953 2.67295 -1.62006 -0.0221
H 0.29133 1.69654 -2.75809 0.2252
H -1.40380 1.11902 -2.21180 0.2894
H -0.83532 -1.64316 -2.69383 0.5381
H -2.87915 -2.99559 -3.04201 0.3808
H -4.62812 -3.13154 -1.26060 0.3609
H -4.28899 -1.86000 0.90230 0.4196
H -2.25340 -0.43167 1.17205 0.5043
H 1.11784 -4.34989 -0.12868 0.4224
H -0.20086 -3.25414 0.30676 0.3579
H 0.13348 -3.74837 -1.42014 0.3950
H 4.32400 -4.02805 -1.53270 0.3676
H 3.26961 -4.63415 -0.27818 0.3643
H 2.67229 -4.46645 -1.94338 0.3574
H 5.49754 -2.27380 -1.34735 0.3529
H 5.26122 -0.75352 -2.18013 0.3292
H 5.54831 -0.77701 -0.43389 0.3305
```

Electronic energy, a.u.: -4136.6597
Kohn-Sham gap, hartree: 0.0836
2S+1: 1

[3]
The following is a DFT calculation (the ωB97M-V functional and the def2-TZVPD basis) of a structure of composition C20H17ClHo in a non-equilibrium geometry.

Structure (XYZ):
```
39
Properties=species:S:1:pos:R:3:mulliken_spin:R:1
C 1.98812 -1.79827 -0.25062 -0.0043
C 2.09533 -2.11065 -1.64636 -0.0049
C 0.78717 -2.35287 -2.14739 -0.0031
H 3.04125 -2.17564 -2.20310 0.0007
C -0.14957 -2.13766 -1.08133 -0.0021
C 0.60809 -1.83235 0.09101 -0.0052
H 0.21098 -1.71259 1.08652 0.0005
H 2.81136 -1.58525 0.44624 0.0002
H 0.52506 -2.69990 -3.15221 0.0012
H -1.23461 -2.23322 -1.12605 0.0011
Ho 0.93461 0.18570 -1.57032 4.0533
Cl 2.34671 1.68607 -0.15755 -0.0078
C 1.10813 2.08779 -3.16090 0.0007
C -0.12640 1.41371 -3.44728 0.0011
C 0.19437 0.11203 -3.93896 0.0030
H -1.12953 1.85249 -3.38852 0.0000
C 1.61646 -0.02575 -3.93931 -0.0099
C 2.18277 1.18579 -3.45500 -0.0124
H 3.24702 1.37245 -3.29775 -0.0003
H 1.20139 3.12868 -2.82199 0.0005
H -0.53163 -0.64517 -4.25545 0.0016
H 2.17582 -0.90508 -4.27115 0.0005
C -0.87947 0.03170 5.12712 -0.0001
C 0.36392 -0.12250 4.46087 0.0001
C 0.48292 0.16477 3.11295 -0.0003
C -0.65953 0.51821 2.34394 -0.0078
C -0.64491 0.63841 0.95882 -0.0078
C -1.71775 1.00641 0.21408 -0.0019
C -2.98671 1.18016 0.88076 0.0026
C -3.09150 0.98903 2.24097 0.0008
C -1.95249 0.66788 3.02045 -0.0016
C -2.01468 0.40863 4.41990 0.0000
H -0.94979 -0.15788 6.19545 0.0000
H 1.23257 -0.46371 5.02263 0.0000
H 1.44796 0.13145 2.59033 0.0000
H -1.63332 1.15273 -0.87038 0.0017
H -3.86009 1.45500 0.28988 -0.0001
H -4.05108 1.09290 2.75405 0.0000
H -2.98894 0.49648 4.92565 0.0000
```

ΔE to the lowest compared entry with this formula, charge and spin, eV: 0.000
Electronic energy, a.u.: -2180.6607
Total charge: -1
Kohn-Sham gap (alpha / beta), hartree: 0.2084 / 0.2099
2S+1: 5

[4]
The following is a DFT calculation (the ωB97M-V functional and the def2-TZVPD basis) of a structure of composition C20H17ClInN3O6 in a non-equilibrium geometry.

Structure (XYZ):
```
48
Properties=species:S:1:pos:R:3:mulliken_charge:R:1
In 0.18240 -0.19340 -0.32160 2.1780
C 2.61830 -0.43870 3.56610 -1.4592
C 1.74630 0.21870 2.50310 0.9934
O 1.77010 -0.33570 1.36780 -0.8047
C 1.03900 1.35010 2.86260 -0.9841
C 0.09960 2.05250 2.08620 0.9426
C -0.45340 3.32570 2.68120 -1.4390
N -0.32070 1.66840 0.91070 0.1939
N -1.20620 2.49410 0.27440 -0.8962
C -1.36170 2.20910 -0.99310 0.3988
O -0.78110 1.27950 -1.64050 -0.8503
C -2.27090 3.07840 -1.78420 0.1760
C -2.14650 3.07340 -3.17370 -0.3951
C -2.99490 3.82470 -3.96330 -0.5641
C -3.99630 4.58360 -3.38020 -0.3009
C -4.12470 4.60240 -2.00000 -0.5963
C -3.26730 3.85860 -1.20780 -0.2894
H 3.66570 -0.30860 3.29890 0.3678
H 2.40430 -1.50580 3.56410 0.3476
H 2.44300 -0.03610 4.56090 0.3099
H 1.21460 1.73410 3.85790 0.0673
H 0.02750 3.55780 3.62900 0.4046
H -1.52510 3.20820 2.83790 0.2709
H -0.30570 4.15010 1.98640 0.3322
H -1.37810 2.46420 -3.62180 0.4722
H -2.88270 3.81400 -5.04170 0.3620
H -4.67450 5.15790 -4.00200 0.3472
H -4.90860 5.19630 -1.54350 0.3425
H -3.36440 3.86340 -0.13520 0.4360
O -2.60180 -4.56330 4.89210 -0.7389
C -2.73010 -4.76060 3.67540 0.5114
O -3.27350 -5.69820 3.08450 -0.7219
C -2.10940 -3.63470 2.76070 0.3916
C -1.52070 -2.51670 3.34740 -1.1789
C -0.98630 -1.52240 2.54920 -0.1080
N -0.99650 -1.59760 1.22290 -0.2172
C -1.55520 -2.65500 0.64320 0.5631
C -2.13140 -3.68810 1.37200 -0.8220
C -1.53770 -2.68440 -0.88260 0.3351
O -2.11490 -3.60170 -1.45100 -0.7707
O -0.91060 -1.74460 -1.45830 -0.6321
H -1.49030 -2.45330 4.42810 0.4696
H -0.52710 -0.63930 2.97650 0.5416
H -2.58330 -4.52790 0.86120 0.5534
Cl 1.48900 -0.38960 -3.30900 -0.2624
C 1.99170 -0.21830 -1.64230 -0.8430
H 2.52060 0.73090 -1.55980 0.2609
H 2.67310 -1.03560 -1.42070 0.3047
```

Electronic energy, a.u.: -2038.5432
Total charge: -2
Kohn-Sham gap, hartree: 0.2481
2S+1: 1

[5]
The following is a DFT calculation (the ωB97M-V functional and the def2-TZVPD basis) of a cluster of 2 separate species, C20H17F2NO2S in total in a non-equilibrium geometry.

Structure (XYZ):
```
43
Properties=species:S:1:pos:R:3:mulliken_charge:R:1
F -1.68172 4.12488 -3.19067 -0.3309
C -1.55696 2.89966 -2.58143 0.2108
C -2.72286 2.22663 -2.23386 -0.6188
C -2.57570 0.98939 -1.59149 -0.5039
C -1.31377 0.47495 -1.31011 -0.6954
C -0.13441 1.15416 -1.72189 0.8884
C 1.13919 0.53000 -1.41898 -0.4983
C 2.45211 1.12461 -1.65216 0.6647
C 3.56101 0.24515 -1.76706 -0.6272
C 4.82363 0.72489 -2.09969 -0.4231
C 5.05793 2.10048 -2.24519 -0.5449
C 3.98510 2.94635 -1.98466 0.4334
F 4.21287 4.30075 -2.06753 -0.3175
C 2.70666 2.51266 -1.63253 -0.8566
C -0.27488 2.40222 -2.37611 -0.7314
H -3.70232 2.64961 -2.44682 0.4465
H -3.45931 0.43047 -1.29708 0.4131
H -1.21380 -0.44665 -0.72727 0.5000
H 1.37720 -0.67373 0.21041 0.0459
H 3.40743 -0.82232 -1.58354 0.4139
H 5.63017 0.00963 -2.23656 0.3952
H 6.03059 2.49492 -2.54016 0.4356
H 1.93782 3.21817 -1.31964 0.7368
H 0.58775 2.97182 -2.70413 0.8428
C -4.22390 -1.85435 4.01781 -1.3746
C -2.95007 -1.95196 3.24842 0.9235
C -1.94130 -1.00864 3.44154 -0.6615
C -0.70736 -1.13533 2.80329 -0.4001
C -0.47720 -2.25803 2.00549 0.1910
S 1.15819 -2.51099 1.22354 0.8864
N 1.13368 -0.61646 -0.77806 -0.0909
O 2.16463 -2.02045 2.15097 -0.6276
O 1.25441 -3.87049 0.73092 -0.6737
C -1.50912 -3.14292 1.70253 -0.5175
C -2.73267 -3.00225 2.35572 -0.6502
H -4.89101 -2.67141 3.74872 0.3526
H -4.02331 -1.91320 5.09015 0.3197
H -4.73664 -0.90753 3.83786 0.3194
H -2.12291 -0.17630 4.11854 0.3694
H 0.06298 -0.37078 2.92540 0.4081
H 1.14391 -1.51742 -1.24721 0.2606
H -1.35314 -3.92992 0.96159 0.4081
H -3.52288 -3.73026 2.18091 0.2782
```

ΔE to the lowest compared entry with this formula, charge and spin, eV: 0.701
Electronic energy, a.u.: -1575.3323
Kohn-Sham gap, hartree: 0.1387
2S+1: 1